Record 1
{"formula": "C6H13NSi", "method": "wB97M-V/def2-TZVPD", "e_above_lowest_kcal_mol": 14.4, "homo_ha": -0.3271, "smiles": "CC[Si](C)(C#N)CC", "e_lumo_ev": 0.783, "e_tot_ev": -15799.078, "orbital_gap_ev": 9.7, "species": ["C", "C", "C", "C", "C", "C", "N", "Si", "H", "H", "H", "H", "H", "H", "H", "H", "H", "H", "H", "H", "H"], "positions_angstrom": [[2.408, 0.055, 0.338], [0.179, -2.545, 0.115], [-1.948, 1.034, 1.079], [0.680, 1.530, -1.635], [0.054, -1.453, -0.973], [-0.456, 1.176, 1.289], [3.498, -0.105, 0.667], [0.713, 0.550, -0.091], [-0.688, -3.280, -0.046], [1.107, -3.011, -0.048], [0.049, -1.988, 1.030], [-2.204, 1.429, 0.206], [-2.322, -0.015, 1.254], [-2.439, 1.530, 1.984], [-0.277, 2.195, -1.511], [1.638, 2.082, -1.620], [0.610, 0.825, -2.505], [-0.924, -1.333, -1.377], [0.818, -1.502, -1.869], [-0.253, 0.614, 2.180], [-0.244, 2.213, 1.535]]}

=====

Record 2
{"formula": "C6H13O", "method": "wB97M-V/def2-TZVPD", "e_above_lowest_kcal_mol": 18.8, "charge": -1, "homo_ha": -0.0735, "smiles": "CC[C@H](C)CC[O-]", "e_lumo_ev": 3.576, "e_tot_ev": -8479.125, "orbital_gap_ev": 5.6, "species": ["C", "O", "C", "C", "C", "C", "C", "H", "H", "H", "H", "H", "H", "H", "H", "H", "H", "H", "H", "H"], "positions_angstrom": [[2.656, -0.078, -0.123], [3.758, -0.281, 0.626], [1.254, -0.572, 0.468], [0.056, 0.087, -0.197], [-0.480, -0.560, -1.536], [-1.085, 0.153, 0.892], [-2.381, 0.881, 0.511], [2.415, 1.012, -0.341], [2.861, -0.629, -1.071], [1.227, -1.691, 0.457], [1.338, -0.259, 1.525], [0.227, 1.159, -0.334], [-0.208, -1.622, -1.424], [-1.547, -0.421, -1.390], [0.041, -0.056, -2.337], [-0.774, 0.605, 1.840], [-1.234, -0.913, 1.163], [-3.027, 0.357, -0.206], [-2.168, 1.838, 0.027], [-2.930, 0.991, 1.452]]}

=====

Record 3
{"formula": "C6H13O3P", "method": "wB97M-V/def2-TZVPD", "e_above_lowest_kcal_mol": 63.7, "homo_ha": -0.3352, "smiles": "C=C(OCC)[P@@H](=O)OCC", "e_lumo_ev": 0.806, "e_tot_ev": -21862.320, "orbital_gap_ev": 9.9, "species": ["C", "C", "C", "C", "C", "C", "O", "O", "O", "P", "H", "H", "H", "H", "H", "H", "H", "H", "H", "H", "H", "H", "H"], "positions_angstrom": [[-0.210, -1.681, -1.896], [-0.614, -1.280, -0.554], [2.321, -1.238, 1.611], [-1.101, 2.205, 0.576], [1.610, -1.044, 0.327], [-2.214, 1.471, -0.207], [-2.574, -2.095, 1.181], [0.204, -1.089, 0.491], [-2.447, 0.372, 0.580], [-2.334, -1.126, 0.098], [-1.020, -2.071, -2.456], [0.866, -1.926, -1.909], [2.045, -2.256, 2.039], [3.423, -0.986, 1.422], [1.949, -0.545, 2.435], [-0.878, 3.249, 0.235], [-1.506, 2.405, 1.518], [-0.078, 1.774, 0.719], [2.091, -1.783, -0.301], [2.033, -0.138, -0.033], [-2.070, 1.077, -1.210], [-3.091, 2.048, -0.101], [-3.115, -1.133, -0.963]]}

=====

Record 4
{"formula": "C6H13O3Pt", "method": "wB97M-V/def2-TZVPD", "charge": 1, "homo_ha": [-0.4383, -0.4767], "e_lumo_ev": [-3.930, -5.852], "e_tot_ev": -15808.483, "orbital_gap_ev": [8.0, 7.1], "multiplicity": 3, "species": ["H", "C", "H", "H", "H", "C", "H", "O", "C", "H", "H", "O", "C", "H", "O", "C", "C", "H", "H", "H", "H", "Pt", "H"], "positions_angstrom": [[-2.225, 1.983, -0.744], [-2.163, 1.531, 0.255], [-2.402, -0.301, -1.558], [-3.191, 1.345, 0.600], [-1.570, 2.201, 0.886], [-2.061, -0.730, -0.605], [-2.937, -1.125, -0.067], [-1.451, 0.303, 0.182], [-0.993, -1.783, -0.840], [-1.459, -2.655, -1.328], [-0.247, -1.353, -1.534], [-0.349, -2.141, 0.359], [1.681, -1.541, 0.854], [1.870, -2.026, -0.110], [2.174, 0.408, -0.365], [1.981, -0.146, 0.862], [2.256, 1.820, -0.399], [1.490, 2.259, 0.260], [2.038, 2.125, -1.428], [2.605, 0.272, 1.665], [3.254, 2.162, -0.084], [-0.247, -0.533, 1.366], [1.943, -2.074, 1.774]]}

=====

Record 5
{"formula": "C6H13O3Tl", "method": "wB97M-V/def2-TZVPD", "charge": 1, "homo_ha": [-0.4699, -0.4689], "e_lumo_ev": [-3.974, -6.263], "e_tot_ev": -17259.184, "orbital_gap_ev": [8.8, 6.5], "multiplicity": 2, "species": ["C", "C", "C", "C", "O", "Tl", "H", "H", "H", "H", "H", "H", "H", "O", "C", "C", "O", "H", "H", "H", "H", "H", "H"], "positions_angstrom": [[-3.625, -2.037, -1.002], [-3.585, -1.055, -0.100], [-2.334, -0.356, 0.345], [-2.340, 1.116, -0.047], [-1.193, 1.796, 0.157], [1.048, 1.753, 1.238], [-2.762, -2.263, -1.634], [-4.519, -0.707, 0.354], [-4.541, -2.604, -1.181], [-1.451, -0.842, -0.096], [-2.250, -0.415, 1.442], [-3.164, 1.687, 0.443], [-2.600, 1.272, -1.123], [2.076, 0.660, -0.516], [2.359, -0.717, -0.720], [2.825, -1.331, 0.586], [2.822, -2.727, 0.422], [1.703, 1.069, -1.358], [3.127, -0.828, -1.499], [1.439, -1.220, -1.060], [2.132, -1.038, 1.398], [3.830, -0.955, 0.836], [2.936, -3.155, 1.275]]}

=====

Record 6
{"formula": "C6H13O4Pm", "method": "wB97M-V/def2-TZVPD", "e_above_lowest_kcal_mol": 0.0, "charge": 1, "homo_ha": [-0.3910, -0.4460], "e_lumo_ev": [-4.154, -4.245], "e_tot_ev": -31168.311, "orbital_gap_ev": [6.5, 7.9], "multiplicity": 6, "species": ["C", "O", "H", "H", "H", "O", "C", "C", "O", "C", "C", "O", "C", "Pm", "H", "H", "H", "H", "H", "H", "H", "H", "H", "H"], "positions_angstrom": [[-0.333, -2.810, -1.558], [-0.931, -2.428, -0.351], [0.115, -3.809, -1.431], [-1.060, -2.852, -2.390], [0.458, -2.093, -1.850], [2.219, 1.948, 1.461], [2.309, 1.100, 2.340], [1.083, 0.406, 2.846], [-0.064, 0.869, 2.258], [-0.714, -0.932, 0.218], [-1.336, 0.118, -0.682], [-0.470, 1.241, -0.853], [-0.526, 1.795, -2.161], [0.000, 2.909, 1.117], [3.299, 0.681, 2.603], [1.125, 0.462, 3.956], [1.253, -0.672, 2.616], [-1.382, -1.048, 1.085], [0.388, -0.851, 0.165], [-2.289, 0.465, -0.250], [-1.545, -0.319, -1.672], [0.120, 2.678, -2.174], [-0.163, 1.053, -2.886], [-1.557, 2.090, -2.406]]}

=====

Record 7
{"formula": "C6H13OP", "method": "wB97M-V/def2-TZVPD", "e_above_lowest_kcal_mol": 23.7, "homo_ha": -0.3085, "smiles": "C/C=P/OCC.C=C", "e_lumo_ev": 1.026, "e_tot_ev": -17767.426, "orbital_gap_ev": 9.4, "species": ["C", "C", "C", "C", "C", "C", "O", "P", "H", "H", "H", "H", "H", "H", "H", "H", "H", "H", "H", "H", "H"], "positions_angstrom": [[2.536, 1.006, -0.310], [1.362, 0.106, -0.510], [-0.952, -2.798, -1.815], [-0.474, 2.123, 2.640], [-1.115, -1.798, -0.681], [-1.363, 2.367, 1.699], [-1.174, -0.478, -1.174], [-0.058, 0.710, -1.149], [3.388, 0.673, -0.902], [2.840, 1.007, 0.737], [1.507, -0.925, -0.213], [-0.027, -2.611, -2.354], [-0.934, -3.807, -1.413], [-1.782, -2.707, -2.511], [-0.439, 1.184, 3.171], [0.267, 2.852, 2.928], [2.286, 2.023, -0.600], [-0.307, -1.907, 0.045], [-2.065, -1.967, -0.163], [-2.103, 1.640, 1.405], [-1.391, 3.306, 1.170]]}

=====

Record 8
{"formula": "C6H13P", "method": "wB97M-V/def2-TZVPD", "e_above_lowest_kcal_mol": 54.3, "homo_ha": [-0.2540, -0.2551], "smiles": "C/C=P(\\C)=C/CC", "e_lumo_ev": [0.067, 0.058], "e_tot_ev": -15718.638, "orbital_gap_ev": [7.0, 7.0], "species": ["C", "C", "C", "C", "C", "C", "P", "H", "H", "H", "H", "H", "H", "H", "H", "H", "H", "H", "H", "H"], "positions_angstrom": [[-0.685, -1.220, 0.493], [-0.360, 1.451, -0.510], [-0.315, -2.678, 0.550], [1.208, 1.647, 1.473], [-0.464, -0.794, -2.343], [0.098, 2.291, 0.651], [0.006, -0.187, -0.679], [-0.744, -0.751, 1.476], [-0.491, 1.986, -1.443], [0.466, -2.892, 1.292], [0.025, -3.042, -0.419], [-1.197, -3.257, 0.831], [2.068, 1.437, 0.841], [0.870, 0.708, 1.905], [1.519, 2.305, 2.282], [-1.531, -0.624, -2.474], [-0.261, -1.861, -2.401], [0.097, -0.271, -3.113], [0.446, 3.260, 0.281], [-0.754, 2.492, 1.309]]}